Formula: H4S4
Source: the OMol25 dataset
Level of theory: ωB97M-V/def2-TZVPD

Geometry as XYZ:
```
8
Properties=species:S:1:pos:R:3:forces:R:3
S 1.688 -1.444 0.181 -0.1 0.2 0.5
S 2.187 0.669 0.099 -0.3 -1.0 -1.1
S -1.928 0.164 -1.202 1.1 0.0 1.6
S -2.092 0.649 0.892 -1.7 1.5 -0.6
H 1.753 -1.973 -1.068 0.3 1.0 0.1
H 2.347 0.683 1.411 0.1 -0.1 0.5
H -0.941 1.073 -1.441 -0.3 -0.4 0.0
H -1.439 0.133 1.958 1.0 -1.1 -1.0
```
Positions in Å, forces in eV/Å.

Properties
Frontier orbital gap   8.42 eV
Strongest force on any atom   2.28 eV/A
SMILES   SS.SS
HOMO   -8.9 eV